Molecular formula: C66H55F11
Method: DFT, wB97M-V/def2-TZVPD

As for the multiplicity: 1.

Element x y z (Å)
F: 0.259 -3.784 -1.351
C: 0.699 -4.722 -0.462
C: 1.298 -5.821 -0.969
C: 1.643 -6.837 -0.096
C: 1.480 -6.716 1.248
C: 0.917 -5.549 1.789
C: 0.554 -4.536 0.922
H: 1.445 -5.908 -2.010
H: 2.093 -7.720 -0.483
H: 1.782 -7.484 1.944
H: 0.837 -5.399 2.852
H: 0.105 -3.647 1.278
F: 2.589 -3.255 3.490
C: 2.754 -2.412 2.459
C: 3.062 -2.863 1.199
C: 3.185 -1.985 0.126
C: 3.049 -0.624 0.314
C: 2.806 -0.140 1.612
C: 2.598 -1.051 2.655
H: 3.253 -3.921 1.056
H: 3.457 -2.320 -0.861
H: 3.215 0.044 -0.544
H: 2.678 0.933 1.775
H: 2.267 -0.715 3.638
F: 2.064 4.750 2.226
C: 1.297 5.867 2.381
C: -0.077 5.737 2.209
C: -0.835 6.872 2.426
C: -0.288 8.101 2.812
C: 1.096 8.163 3.007
C: 1.923 7.047 2.722
H: -0.516 4.807 1.999
H: -1.906 6.687 2.477
H: -0.875 8.933 3.102
H: 1.570 9.090 3.240
H: 3.001 7.047 2.925
F: 3.364 2.292 -2.200
C: 3.523 1.297 -3.134
C: 4.535 1.400 -4.035
C: 4.660 0.402 -5.036
C: 3.803 -0.683 -5.007
C: 2.832 -0.780 -4.017
C: 2.667 0.213 -3.086
H: 5.226 2.188 -4.030
H: 5.494 0.491 -5.788
H: 3.885 -1.511 -5.675
H: 2.127 -1.619 -4.039
H: 1.844 0.183 -2.353
F: -1.779 3.393 7.437
C: -1.066 2.712 6.490
C: -0.183 3.399 5.653
C: 0.636 2.805 4.697
C: 0.539 1.412 4.592
C: -0.376 0.716 5.425
C: -1.232 1.385 6.355
H: 0.023 4.448 5.723
H: 1.250 3.473 4.105
H: 1.078 0.914 3.841
H: -0.507 -0.354 5.341
H: -1.894 0.853 7.038
F: -0.741 -5.658 6.893
C: -1.040 -4.809 5.876
C: -0.206 -3.738 5.674
C: -0.517 -2.877 4.595
C: -1.711 -3.120 3.872
C: -2.571 -4.139 4.211
C: -2.231 -5.008 5.265
H: 0.702 -3.667 6.287
H: 0.136 -2.094 4.229
H: -1.840 -2.600 2.960
H: -3.446 -4.275 3.525
H: -2.725 -5.965 5.513
F: -0.912 4.911 -0.739
C: -0.033 5.655 -1.492
C: -0.618 6.637 -2.246
C: 0.242 7.382 -3.089
C: 1.609 7.238 -3.059
C: 2.208 6.277 -2.188
C: 1.327 5.523 -1.424
H: -1.708 6.717 -2.317
H: -0.230 8.160 -3.771
H: 2.210 7.867 -3.681
H: 3.262 6.103 -2.086
H: 1.799 4.781 -0.736
F: -3.909 -6.975 1.415
C: -3.965 -5.698 0.992
C: -2.784 -5.150 0.469
C: -2.829 -3.797 0.232
C: -4.006 -3.040 0.435
C: -5.145 -3.650 0.927
C: -5.112 -5.027 1.232
H: -1.858 -5.716 0.282
H: -1.975 -3.278 -0.144
H: -3.991 -1.995 0.212
H: -6.042 -3.029 1.097
H: -5.934 -5.484 1.780
F: 2.687 4.216 -5.838
C: 1.754 3.262 -5.460
C: 1.671 2.078 -6.132
C: 0.569 1.216 -5.804
C: -0.336 1.566 -4.851
C: -0.203 2.797 -4.207
C: 0.830 3.660 -4.529
H: 2.364 1.765 -6.857
H: 0.424 0.300 -6.397
H: -1.259 1.024 -4.642
H: -0.906 3.130 -3.477
H: 0.774 4.646 -4.106
F: -2.447 -1.425 -5.962
C: -2.856 -2.305 -4.996
C: -4.181 -2.643 -4.831
C: -4.622 -3.559 -3.859
C: -3.678 -4.113 -2.989
C: -2.336 -3.816 -3.197
C: -1.891 -2.932 -4.208
H: -4.968 -2.320 -5.500
H: -5.706 -3.725 -3.755
H: -4.012 -4.693 -2.132
H: -1.557 -4.244 -2.606
H: -0.815 -2.817 -4.319
F: 0.981 2.218 1.021
C: 0.063 1.428 0.458
C: -0.770 0.603 1.247
C: -1.585 -0.332 0.607
C: -1.699 -0.338 -0.791
C: -0.918 0.530 -1.524
C: -0.011 1.439 -0.900
H: -0.703 0.605 2.344
H: -2.192 -0.936 1.226
H: -2.357 -1.017 -1.331
H: -1.039 0.448 -2.590
H: 0.584 2.125 -1.515

Molecular formula: C66H55N11O22
Method: DFT, wB97M-V/def2-TZVPD

As for the multiplicity: 1.

Element x y z (Å)
C: 12.087 5.323 7.379
C: 13.130 5.914 8.092
C: 14.305 6.261 7.447
C: 14.419 5.976 6.092
C: 13.392 5.420 5.357
C: 12.215 5.094 6.016
N: 15.647 6.314 5.378
O: 15.566 6.527 4.178
O: 16.690 6.271 5.982
H: 11.159 5.049 7.861
H: 13.051 6.085 9.156
H: 15.122 6.667 8.025
H: 13.610 5.212 4.318
H: 11.353 4.695 5.496
C: 10.668 9.045 3.184
C: 9.516 9.456 3.851
C: 9.529 9.433 5.232
C: 10.659 9.020 5.923
C: 11.785 8.579 5.248
C: 11.806 8.639 3.850
N: 10.598 9.046 7.386
O: 11.626 8.793 7.988
O: 9.544 9.295 7.939
H: 10.721 8.901 2.110
H: 8.643 9.648 3.246
H: 8.657 9.674 5.828
H: 12.618 8.229 5.844
H: 12.716 8.272 3.396
C: 16.602 5.279 -0.822
C: 16.356 5.766 0.458
C: 15.171 6.396 0.762
C: 14.251 6.612 -0.273
C: 14.502 6.155 -1.541
C: 15.674 5.447 -1.829
N: 12.991 7.282 0.010
O: 12.111 7.290 -0.821
O: 12.894 7.819 1.094
H: 17.471 4.673 -1.043
H: 17.169 5.614 1.158
H: 15.013 6.632 1.805
H: 13.804 6.357 -2.342
H: 15.907 5.085 -2.821
C: 16.002 11.037 1.368
C: 17.280 11.573 1.406
C: 18.207 11.084 2.309
C: 17.879 10.070 3.189
C: 16.590 9.543 3.163
C: 15.664 10.018 2.249
N: 18.843 9.515 4.137
O: 20.019 9.654 3.864
O: 18.433 9.090 5.197
H: 15.283 11.385 0.639
H: 17.589 12.348 0.718
H: 19.190 11.536 2.366
H: 16.222 8.800 3.857
H: 14.670 9.592 2.237
C: 20.152 7.338 -6.147
C: 21.056 8.176 -5.510
C: 20.994 8.397 -4.144
C: 20.002 7.770 -3.410
C: 19.032 6.994 -4.045
C: 19.157 6.734 -5.387
N: 19.982 7.921 -1.940
O: 20.910 8.533 -1.447
O: 18.998 7.544 -1.350
H: 20.238 7.125 -7.203
H: 21.804 8.689 -6.101
H: 21.766 8.975 -3.657
H: 18.194 6.615 -3.474
H: 18.462 6.064 -5.880
C: 19.222 2.884 1.195
C: 19.155 2.632 2.561
C: 18.279 1.665 3.043
C: 17.592 0.905 2.111
C: 17.567 1.225 0.753
C: 18.444 2.181 0.275
N: 16.669 -0.128 2.574
O: 16.238 -0.925 1.756
O: 16.374 -0.156 3.756
H: 19.915 3.662 0.895
H: 19.821 3.206 3.189
H: 18.168 1.471 4.100
H: 16.941 0.611 0.122
H: 18.319 2.442 -0.768
C: 8.579 8.400 -0.456
C: 7.707 8.133 0.601
C: 8.015 7.156 1.541
C: 9.250 6.531 1.486
C: 10.134 6.775 0.446
C: 9.788 7.756 -0.490
N: 9.604 5.558 2.518
O: 8.998 5.614 3.568
O: 10.463 4.738 2.264
H: 8.382 9.159 -1.201
H: 6.768 8.665 0.677
H: 7.281 7.032 2.323
H: 11.094 6.284 0.391
H: 10.552 7.883 -1.249
C: 12.439 4.232 -4.765
C: 11.329 4.252 -5.612
C: 11.404 4.826 -6.888
C: 12.579 5.484 -7.249
C: 13.639 5.543 -6.379
C: 13.547 4.971 -5.112
N: 12.700 6.119 -8.562
O: 11.696 6.274 -9.215
O: 13.816 6.420 -8.931
H: 12.333 3.713 -3.821
H: 10.407 3.725 -5.413
H: 10.550 4.671 -7.529
H: 14.556 6.037 -6.666
H: 14.393 5.084 -4.449
C: 20.481 0.699 -4.509
C: 19.436 1.602 -4.377
C: 19.577 2.738 -3.592
C: 20.823 3.025 -3.050
C: 21.900 2.173 -3.225
C: 21.701 0.987 -3.917
N: 20.984 4.229 -2.239
O: 22.104 4.614 -1.980
O: 19.978 4.735 -1.783
H: 20.404 -0.117 -5.216
H: 18.449 1.479 -4.803
H: 18.730 3.409 -3.564
H: 22.870 2.330 -2.778
H: 22.536 0.300 -3.939
C: 14.938 13.160 -5.024
C: 14.562 13.323 -3.698
C: 14.472 12.230 -2.845
C: 14.737 10.977 -3.354
C: 15.235 10.800 -4.648
C: 15.322 11.913 -5.473
N: 14.684 9.807 -2.454
O: 15.008 8.751 -2.954
O: 14.399 9.989 -1.302
H: 14.978 14.035 -5.659
H: 14.371 14.303 -3.281
H: 14.089 12.382 -1.846
H: 15.699 9.875 -4.951
H: 15.700 11.782 -6.479
C: 19.272 7.133 1.869
C: 18.725 6.572 3.021
C: 19.494 5.802 3.859
C: 20.864 5.716 3.628
C: 21.442 6.339 2.530
C: 20.622 7.036 1.624
N: 21.726 5.023 4.593
O: 21.338 4.886 5.739
O: 22.789 4.591 4.170
H: 18.653 7.625 1.126
H: 17.673 6.797 3.155
H: 19.150 5.293 4.752
H: 22.480 6.332 2.231
H: 21.129 7.396 0.740

For reference, calculated total energy by record: -99224.7810, -130739.1684 eV.
For reference, LUMO level by record: 0.0214, -0.0372 hartree.
For reference, orbital gap by record: 9.706, 8.470 eV.